ORCA calculation (ωB97M-V/def2-TZVPD) on a single C2H4ClN2P molecule.

Summary:
**Relative energy (zero: lowest compared OMol25 entry of this formula, charge and spin)**: 342.84 kJ/mol
**Frontier orbital gap (alpha / beta)**: 8.54 / 8.54 eV
**LUMO level (alpha / beta)**: -1.142 / -1.144 eV
**E_tot**: -26926.9442 eV

Geometry (Å):
C  0.92092  -0.50954  0.09757
C  -0.37353  -0.71607  0.67271
N  -1.09170  0.51032  0.91643
N  0.43936  1.53707  -0.86911
P  -0.99908  1.71086  -0.09535
Cl  -1.54803  -1.81916  -0.42744
H  1.51570  -0.03108  0.81690
H  1.08863  -0.95651  -0.81766
H  -0.46771  -1.23839  1.56125
H  0.51543  1.51249  -1.85529

ORCA calculation (ωB97M-V/def2-TZVPD) on 2 unconnected molecules or ions with the total composition C2H4ClN3.

Summary:
**Relative energy (zero: lowest compared OMol25 entry of this formula, charge and spin)**: 374.13 kJ/mol
**Frontier orbital gap**: 7.15 eV
**LUMO level**: -1.313 eV
**E_tot**: -19126.0168 eV

Geometry (Å):
C  1.42259  1.23199  -0.17109
C  -0.78512  0.42579  0.13764
N  0.35621  0.89276  0.42721
N  -1.97899  0.62975  0.01605
N  -0.24141  -1.80583  0.28010
Cl  -3.22153  -0.50203  -0.01528
H  2.26550  1.51185  0.43983
H  1.53047  1.25053  -1.25403
H  0.60979  -1.72129  0.83106
H  0.04250  -1.91352  -0.69150

ORCA calculation (ωB97M-V/def2-TZVPD) on a molecular structure, C2H4ClNO2.

Summary:
**Relative energy (zero: lowest compared OMol25 entry of this formula, charge and spin)**: 344.14 kJ/mol
**Frontier orbital gap**: 9.85 eV
**LUMO level**: 0.722 eV
**E_tot**: -20242.6557 eV

Geometry (Å):
C  -0.94217  -1.11453  -0.04169
C  0.53277  -0.73748  -0.21094
N  -1.92122  0.17966  0.84562
O  -1.61490  -2.04782  -0.24589
O  -1.46021  1.36358  0.29571
Cl  -3.56739  -0.03785  0.24603
H  0.90670  -0.64755  -1.29780
H  0.48537  0.26512  0.26437
H  1.11181  -1.47386  0.31062
H  -1.58557  2.08432  0.91580

ORCA calculation (ωB97M-V/def2-TZVPD) on a single C2H4ClNO2 molecule.

Summary:
**Relative energy (zero: lowest compared OMol25 entry of this formula, charge and spin)**: 267.78 kJ/mol
**Frontier orbital gap**: 11.40 eV
**LUMO level**: 0.437 eV
**SMILES**: C[C@@H](Cl)[N+](=O)[O-]
**E_tot**: -20243.4472 eV

Geometry (Å):
C  0.94519  0.06364  -0.74669
C  -0.20098  -0.53139  0.01648
Cl  0.38001  -1.56404  1.34537
N  -1.11662  0.60111  0.78766
O  -2.08698  0.93543  0.17090
O  -0.71515  1.00795  1.82989
H  1.53796  0.71622  -0.10907
H  0.58882  0.61360  -1.61132
H  1.57935  -0.75284  -1.09435
H  -0.91159  -1.08968  -0.58887

ORCA calculation (ωB97M-V/def2-TZVPD) on a single C2H4ClNO2 molecule.

Summary:
**Relative energy (zero: lowest compared OMol25 entry of this formula, charge and spin)**: 126.94 kJ/mol
**Frontier orbital gap**: 10.83 eV
**LUMO level**: 0.764 eV
**SMILES**: O=C(CCl)NO
**E_tot**: -20244.9069 eV

Geometry (Å):
O  1.08038  1.24415  0.05006
C  0.27728  0.30431  -0.07839
C  -1.18046  0.71813  -0.07294
Cl  -2.32637  -0.64511  0.02152
N  0.63920  -1.00131  -0.24829
O  1.98687  -1.23345  0.08102
H  -1.38065  1.17705  0.90661
H  -1.47735  1.37067  -0.90582
H  0.01129  -1.65509  0.22292
H  2.36982  -0.27936  0.02331

ORCA calculation (ωB97M-V/def2-TZVPD) on a single C2H4ClNO2 molecule.

Summary:
**Relative energy (zero: lowest compared OMol25 entry of this formula, charge and spin)**: 20.04 kJ/mol
**Frontier orbital gap**: 11.03 eV
**LUMO level**: 0.533 eV
**SMILES**: N[C@@H](Cl)C(=O)O
**E_tot**: -20246.0147 eV

Geometry (Å):
N  1.01259  -0.72291  0.29062
C  -0.23154  -0.47607  -0.34462
Cl  -1.50332  -1.66830  0.05215
C  -0.72763  0.98157  -0.09650
O  -1.87701  1.26804  -0.12004
O  0.19184  1.91749  0.17661
H  1.45374  -1.66214  0.08303
H  0.90689  -0.82905  1.30132
H  -0.27154  -0.48189  -1.59190
H  1.04598  1.67325  0.24932

What did the fourth record say?
ORCA calculation (ωB97M-V/def2-TZVPD) on a single C2H4ClNO2 molecule.

Summary:
**Relative energy (zero: lowest compared OMol25 entry of this formula, charge and spin)**: 267.78 kJ/mol
**Frontier orbital gap**: 11.40 eV
**LUMO level**: 0.437 eV
**SMILES**: C[C@@H](Cl)[N+](=O)[O-]
**E_tot**: -20243.4472 eV

Geometry (Å):
C  0.94519  0.06364  -0.74669
C  -0.20098  -0.53139  0.01648
Cl  0.38001  -1.56404  1.34537
N  -1.11662  0.60111  0.78766
O  -2.08698  0.93543  0.17090
O  -0.71515  1.00795  1.82989
H  1.53796  0.71622  -0.10907
H  0.58882  0.61360  -1.61132
H  1.57935  -0.75284  -1.09435
H  -0.91159  -1.08968  -0.58887